Run one
{
  "formula": "C6H9NO",
  "method": "ωB97M-V with the def2-TZVPD basis set",
  "lumo_ev": 0.892,
  "mol_weight_g_mol": 111.1,
  "elements": ["C", "C", "C", "C", "C", "C", "H", "H", "H", "H", "H", "H", "H", "H", "H", "N", "O"],
  "positions_angstrom": [[2.049, 0.019, -0.531], [1.027, -0.135, 0.512], [-1.574, -0.490, -0.439], [-0.760, 0.581, -0.676], [-0.557, 1.980, 0.106], [-0.066, 0.746, 0.718], [1.294, -0.415, -1.591], [2.817, -0.789, -0.265], [2.656, 1.201, -0.478], [1.347, -0.260, 1.525], [-2.792, -0.225, -0.184], [0.159, 0.573, -1.446], [0.193, 2.649, -0.427], [-1.000, 2.700, 0.740], [-0.709, 0.432, 1.528], [-1.016, -1.508, 0.034], [0.304, -1.440, 0.278]],
  "nbo_charge": [-0.636, 0.007, -0.014, -0.283, -0.395, -0.249, 0.235, 0.244, 0.241, 0.217, 0.201, 0.249, 0.214, 0.240, 0.221, -0.099, -0.393]
}

---

Run two
{
  "formula": "C6H9NO",
  "method": "ωB97M-V with the def2-TZVPD basis set",
  "lumo_ev": 0.660,
  "mol_weight_g_mol": 111.1,
  "elements": ["C", "C", "C", "C", "C", "C", "N", "O", "H", "H", "H", "H", "H", "H", "H", "H", "H"],
  "positions_angstrom": [[1.042, -0.157, -0.548], [-1.887, 0.062, 0.135], [-1.280, -1.326, 0.393], [2.105, 0.914, -0.465], [-0.669, 0.984, 0.021], [0.134, -0.897, 0.771], [1.238, -1.349, 0.151], [-0.608, 2.148, -0.142], [0.604, -0.298, -1.548], [-2.500, 0.437, 0.958], [-2.472, 0.134, -0.785], [0.191, -0.332, 1.718], [-1.766, -1.874, 1.199], [-1.282, -1.943, -0.505], [3.033, 0.508, -0.872], [2.277, 1.198, 0.571], [1.841, 1.792, -1.053]],
  "nbo_charge": [0.024, -0.541, -0.478, -0.648, 0.643, 0.182, -0.680, -0.499, 0.184, 0.244, 0.253, 0.175, 0.238, 0.231, 0.234, 0.222, 0.216]
}

---

Run three
{
  "formula": "C6H9NO",
  "method": "ωB97M-V with the def2-TZVPD basis set",
  "lumo_ev": [0.178, 0.177],
  "smiles": "C[C@]1([C@]2(C)C=N2)CO1",
  "mol_weight_g_mol": 111.1,
  "elements": ["C", "C", "C", "C", "C", "N", "C", "O", "H", "H", "H", "H", "H", "H", "H", "H", "H"],
  "positions_angstrom": [[-1.045, -1.323, 0.140], [0.235, -0.550, 0.193], [0.167, 0.966, 0.071], [-1.179, 1.626, -0.162], [1.431, 1.699, -0.169], [0.957, 1.729, 1.036], [1.249, -1.691, -0.203], [1.897, -0.662, 0.338], [-1.945, -0.715, 0.224], [-1.065, -2.034, 0.977], [-1.157, -1.890, -0.793], [-1.663, 1.255, -1.070], [-1.084, 2.712, -0.257], [-1.831, 1.450, 0.700], [2.495, 1.935, -0.165], [1.322, -1.911, -1.271], [1.217, -2.597, 0.411]],
  "nbo_charge": [-0.644, 0.168, 0.014, -0.624, 0.016, -0.325, -0.038, -0.467, 0.226, 0.236, 0.211, 0.207, 0.232, 0.217, 0.250, 0.152, 0.168]
}

---

run two (70.3 kcal/mol below the next structure)

---

Run one
{
  "formula": "C6H9NO",
  "method": "ωB97M-V with the def2-TZVPD basis set",
  "lumo_ev": 0.814,
  "mol_weight_g_mol": 111.1,
  "elements": ["N", "C", "C", "C", "C", "C", "C", "H", "H", "H", "H", "H", "H", "H", "O", "H", "H"],
  "positions_angstrom": [[0.405, 1.760, -0.427], [-0.092, 0.707, -0.806], [-1.346, 0.039, -1.220], [-2.063, -0.953, -0.244], [-3.343, -0.133, -0.400], [-3.106, 1.274, 0.064], [-2.626, 0.870, -1.295], [-1.145, -0.461, -2.178], [-2.132, -1.960, -0.671], [-1.656, -1.019, 0.775], [-4.344, -0.546, -0.524], [-3.984, 1.922, 0.063], [-2.391, 1.474, 0.869], [-2.990, 1.353, -2.203], [1.320, -0.252, 0.055], [1.454, 1.115, 0.267], [0.781, -0.886, 0.543]],
  "nbo_charge": [-0.584, 0.521, -0.336, -0.374, -0.222, -0.417, -0.194, 0.247, 0.223, 0.205, 0.226, 0.231, 0.221, 0.230, -0.956, 0.510, 0.467]
}

---

Run two
{
  "formula": "C6H9NO",
  "method": "ωB97M-V with the def2-TZVPD basis set",
  "lumo_ev": 0.849,
  "mol_weight_g_mol": 111.1,
  "elements": ["C", "C", "C", "C", "C", "C", "H", "H", "H", "H", "H", "H", "H", "H", "H", "N", "O"],
  "positions_angstrom": [[0.316, 0.588, 1.002], [0.209, -0.802, 0.576], [-1.299, -0.418, 0.207], [-0.567, 0.824, -0.220], [1.484, 0.013, -1.283], [0.533, -0.978, -1.041], [-1.162, 1.768, 1.824], [1.154, 1.150, 1.126], [0.399, -1.639, 1.199], [-1.702, -1.032, -0.495], [-1.961, -0.551, 0.986], [-1.473, 1.685, -0.461], [2.033, 0.478, -0.254], [1.952, -0.138, -2.294], [0.631, -2.135, -1.320], [-0.004, 0.275, -1.677], [-0.543, 0.912, 2.125]],
  "nbo_charge": [0.037, -0.251, -0.400, -0.084, -0.301, -0.110, 0.474, 0.179, 0.219, 0.195, 0.220, 0.217, 0.211, 0.216, 0.232, -0.347, -0.708]
}

---

run one (48.3 kcal/mol below the next structure)

---

Run one
{
  "formula": "C6H9NO",
  "method": "ωB97M-V with the def2-TZVPD basis set",
  "lumo_ev": [-0.026, -0.131],
  "mol_weight_g_mol": 111.1,
  "elements": ["C", "C", "C", "N", "C", "C", "C", "O", "H", "H", "H", "H", "H", "H", "H", "H", "H"],
  "positions_angstrom": [[-0.292, -1.122, -1.636], [0.109, -0.044, 1.517], [-1.020, 0.085, 0.596], [-2.127, 0.805, 0.918], [1.194, -0.122, 0.472], [-0.346, 0.047, -0.681], [2.193, 0.803, 0.184], [0.133, -0.074, 2.738], [-2.307, 0.909, 1.910], [-2.914, 0.781, 0.287], [1.524, -1.171, 0.475], [-0.505, 0.984, -1.232], [0.502, -0.959, -2.369], [-0.109, -2.054, -1.098], [-1.225, -1.214, -2.199], [2.994, 0.550, -0.499], [2.195, 1.795, 0.617]],
  "nbo_charge": [-0.620, 0.453, 0.071, -0.756, -0.324, -0.182, -0.343, -0.560, 0.408, 0.391, 0.239, 0.203, 0.217, 0.211, 0.212, 0.189, 0.190]
}

---

Run two
{
  "formula": "C6H9NO",
  "method": "ωB97M-V with the def2-TZVPD basis set",
  "lumo_ev": 0.921,
  "mol_weight_g_mol": 111.1,
  "elements": ["C", "C", "C", "C", "C", "C", "H", "H", "H", "H", "H", "H", "H", "H", "H", "N", "O"],
  "positions_angstrom": [[-2.004, -0.673, 0.036], [-0.603, -0.269, -0.144], [-0.077, 1.050, -0.092], [1.414, 0.898, -0.188], [1.611, -0.099, 0.979], [0.776, -0.965, -0.074], [-2.570, 0.916, -0.798], [-2.167, -1.057, 1.021], [-2.276, -1.351, -0.772], [-0.482, 1.914, 0.261], [1.806, 1.874, -0.225], [2.746, -0.259, 1.105], [1.266, 0.065, 1.944], [0.938, -2.069, -0.041], [0.877, -0.208, -1.908], [1.571, -0.247, -1.105], [-2.827, 0.481, 0.001]],
  "nbo_charge": [-0.107, -0.060, -0.194, -0.126, -0.364, -0.096, 0.460, 0.202, 0.175, 0.207, 0.204, 0.208, 0.199, 0.213, 0.345, -0.570, -0.697]
}

---

run two (3.5 kcal/mol below the next structure)

---

Run one
{
  "formula": "C4H6N2O",
  "method": "ωB97M-V with the def2-TZVPD basis set",
  "lumo_ev": 0.697,
  "smiles": "c1cn[nH]c1.C=O",
  "mol_weight_g_mol": 98.1,
  "elements": ["C", "C", "N", "N", "C", "H", "H", "H", "H", "C", "O", "H", "H"],
  "positions_angstrom": [[0.369, 0.815, 0.706], [0.960, 1.881, -0.008], [1.804, 1.448, -0.933], [1.761, 0.113, -0.818], [0.919, -0.318, 0.148], [-0.336, 0.864, 1.524], [0.802, 2.945, 0.115], [2.336, -0.445, -1.428], [0.751, -1.368, 0.349], [-2.348, -1.476, 0.082], [-1.545, -2.296, 0.457], [-3.423, -1.720, -0.018], [-2.051, -0.442, -0.177]],
  "nbo_charge": [-0.368, -0.063, -0.266, -0.334, -0.058, 0.229, 0.208, 0.407, 0.242, 0.279, -0.508, 0.109, 0.122]
}

---

Run two
{
  "formula": "C4H6N2O",
  "method": "ωB97M-V with the def2-TZVPD basis set",
  "lumo_ev": 0.876,
  "smiles": "COc1cnc[nH]1",
  "mol_weight_g_mol": 98.1,
  "elements": ["C", "O", "C", "C", "N", "C", "N", "H", "H", "H", "H", "H", "H"],
  "positions_angstrom": [[1.355, -1.019, -1.391], [0.931, 0.269, -0.960], [-0.079, 0.299, -0.068], [-1.275, -0.351, 0.068], [-1.936, 0.122, 1.182], [-1.161, 1.040, 1.693], [-0.008, 1.188, 0.973], [0.605, -1.785, -1.177], [2.290, -1.279, -0.881], [1.524, -0.969, -2.469], [-1.698, -1.130, -0.551], [-1.367, 1.617, 2.583], [0.757, 1.823, 1.139]],
  "nbo_charge": [-0.244, -0.504, 0.394, -0.194, -0.442, 0.149, -0.545, 0.188, 0.181, 0.192, 0.209, 0.195, 0.422]
}

---

run two (17.0 kcal/mol below the next structure)